A molecular structure, C53H55Ge2IrS4 in a non-equilibrium geometry, computed with ωB97M-V with the def2-TZVPD basis set.

Last column: Löwdin charge in e.
Element x y z (Å)
Ir1 2.20 2.11 0.50  0.66
C1 3.65 4.16 -0.27  -0.10
C2 2.89 4.50 0.87  -0.14
C3 3.18 3.57 1.90  -0.23
C4 4.17 2.66 1.38  -0.25
C5 4.44 3.04 0.04  -0.15
H1 3.62 4.67 -1.22  0.13
H2 2.21 5.33 0.96  0.12
H3 2.86 3.64 2.92  0.11
H4 4.70 1.92 1.96  0.06
H5 5.15 2.55 -0.61  0.12
C6 -0.75 1.19 6.24  -0.04
C7 -1.34 1.42 4.87  -0.26
C8 -1.19 2.64 4.22  -0.01
C9 -1.79 2.90 2.99  -0.22
C10 -1.65 4.25 2.34  -0.02
C11 -2.54 1.88 2.38  -0.17
C12 -2.67 0.63 3.00  -0.22
C13 -3.47 -0.50 2.38  -0.01
C14 -2.07 0.43 4.24  -0.02
C15 -3.26 2.16 1.10  -0.22
C16 -4.57 2.63 1.17  -0.01
C17 -5.30 2.88 0.02  -0.04
C18 -4.74 2.65 -1.23  -0.01
C19 -3.43 2.18 -1.34  -0.22
C20 -2.69 1.94 -0.16  -0.21
Ge1 -0.83 1.43 -0.41  0.16
S1 0.53 3.10 -0.80  0.30
S2 -0.49 -0.40 -1.65  0.39
Ge2 1.24 -0.83 -0.32  0.14
S3 2.99 0.39 -0.85  0.33
S4 0.50 0.63 1.31  0.37
C21 1.53 -2.68 0.19  -0.21
C22 2.32 -2.90 1.34  -0.23
C23 2.53 -4.20 1.79  -0.02
C24 1.99 -5.27 1.10  -0.03
C25 1.26 -5.06 -0.05  -0.01
C26 1.02 -3.78 -0.54  -0.21
C27 0.31 -3.70 -1.85  -0.18
C28 -1.05 -4.02 -1.93  -0.22
C29 -1.90 -4.25 -0.70  -0.03
C30 -1.64 -4.14 -3.18  -0.01
C31 -0.93 -3.94 -4.35  -0.26
C32 -1.56 -4.17 -5.70  -0.04
C33 0.41 -3.58 -4.25  0.00
C34 1.04 -3.47 -3.02  -0.21
C35 2.52 -3.14 -2.96  -0.02
C36 2.94 -1.77 2.10  -0.17
C37 4.19 -1.29 1.72  -0.24
C38 4.98 -1.90 0.59  -0.05
C39 4.76 -0.24 2.45  -0.05
C40 4.11 0.33 3.53  -0.28
C41 4.73 1.44 4.33  -0.04
C42 2.86 -0.18 3.90  -0.01
C43 2.28 -1.24 3.21  -0.25
C44 0.97 -1.82 3.68  -0.03
C45 -2.85 1.90 -2.68  -0.18
C46 -2.05 2.85 -3.32  -0.22
C47 -1.80 4.22 -2.73  -0.07
C48 -1.52 2.55 -4.58  0.00
C49 -1.79 1.35 -5.21  -0.25
C50 -1.21 1.04 -6.57  -0.04
C51 -2.63 0.44 -4.57  -0.01
C52 -3.16 0.69 -3.32  -0.24
C53 -4.06 -0.32 -2.65  -0.03
H6 -0.20 2.06 6.59  0.08
H7 -0.07 0.33 6.23  0.06
H8 -1.53 0.96 6.96  0.09
H9 -0.62 3.44 4.70  0.12
H10 -1.07 4.93 2.97  0.08
H11 -2.63 4.71 2.17  0.09
H12 -1.16 4.19 1.37  0.04
H13 -3.85 -0.25 1.39  0.07
H14 -4.32 -0.76 3.01  0.09
H15 -2.85 -1.40 2.29  0.08
H16 -2.20 -0.53 4.73  0.13
H17 -5.02 2.79 2.15  0.13
H18 -6.31 3.25 0.09  0.11
H19 -5.30 2.84 -2.13  0.13
H20 3.14 -4.36 2.67  0.13
H21 2.16 -6.28 1.46  0.12
H22 0.87 -5.90 -0.61  0.13
H23 -1.40 -3.93 0.22  0.07
H24 -2.15 -5.30 -0.58  0.09
H25 -2.84 -3.69 -0.78  0.08
H26 -2.69 -4.42 -3.24  0.12
H27 -2.64 -4.28 -5.63  0.08
H28 -1.16 -5.07 -6.17  0.09
H29 -1.35 -3.34 -6.39  0.08
H30 0.99 -3.42 -5.16  0.12
H31 2.96 -3.18 -3.96  0.08
H32 3.06 -3.83 -2.32  0.09
H33 2.70 -2.13 -2.58  0.05
H34 4.37 -2.54 -0.05  0.07
H35 5.80 -2.51 0.99  0.10
H36 5.43 -1.12 -0.03  0.06
H37 5.74 0.13 2.16  0.13
H38 5.68 1.77 3.89  0.08
H39 4.94 1.12 5.35  0.09
H40 4.07 2.31 4.40  0.07
H41 2.36 0.24 4.76  0.12
H42 0.60 -1.29 4.56  0.07
H43 1.09 -2.88 3.94  0.09
H44 0.20 -1.77 2.91  0.06
H45 -2.17 4.32 -1.72  0.07
H46 -2.28 4.99 -3.34  0.09
H47 -0.73 4.45 -2.73  0.03
H48 -0.89 3.29 -5.07  0.12
H49 -0.61 1.87 -6.94  0.08
H50 -2.00 0.83 -7.29  0.09
H51 -0.57 0.15 -6.52  0.08
H52 -2.86 -0.50 -5.06  0.12
H53 -4.18 -1.20 -3.28  0.08
H54 -5.04 0.09 -2.44  0.09
H55 -3.64 -0.65 -1.69  0.07

Charge: +1
2S+1: 2
Energy in eV: -215066.1961
Orbital gap (alpha / beta) in hartree: 0.24927 / 0.21638
E_LUMO (alpha / beta) in Ha: -0.1419 / -0.1762